(1)
116
Properties=species:S:1:pos:R:3:forces:R:3 method="wB97M-V/def2-TZVPD" total_charge=+2 multiplicity=2 total_energy_ev=-88281.5820 fmax_ev_per_a=1.3 molar_mass_g_mol=992.18
Re -0.194456 -0.315093 0.294395 0.298 1.007 -0.841
C -1.979668 3.447637 1.824117 -0.034 0.021 0.049
C -2.472515 2.145104 2.456758 0.026 0.111 -0.006
C -3.063915 2.489962 3.833916 -0.001 -0.011 0.006
P -1.158520 0.832895 2.391935 -0.048 -0.284 0.158
C -1.735068 -0.453042 3.633858 -0.039 0.044 0.047
C -2.051760 -1.814523 3.016530 0.115 -0.062 0.029
C -0.830791 -0.535596 4.862016 -0.039 0.051 0.067
C 0.369568 1.572057 2.999429 0.133 -0.040 -0.062
C 0.387675 2.432872 4.102230 -0.013 -0.061 0.009
C 1.545970 3.057258 4.510689 0.039 0.010 -0.005
C 2.712834 2.830716 3.787825 -0.009 0.003 -0.005
C 2.724589 1.979101 2.701171 -0.006 -0.004 0.049
C 1.560577 1.307565 2.294309 -0.103 -0.115 -0.100
N 1.528912 0.450623 1.178154 -0.088 0.079 0.500
C 2.732235 0.154254 0.497315 -0.156 0.157 0.000
C 3.899968 -0.300435 1.106933 0.007 0.011 0.000
C 5.016452 -0.577908 0.334249 0.008 0.002 0.014
C 5.000072 -0.400508 -1.045776 -0.008 -0.023 0.002
C 3.835453 0.021143 -1.665323 -0.047 -0.139 0.036
C 2.698331 0.261616 -0.895904 0.169 0.279 -0.302
P 1.049894 0.739364 -1.458706 0.517 -0.329 -0.061
C 0.574970 0.004571 -3.210433 -0.024 0.357 -0.083
C -0.377138 1.054422 -3.807724 0.072 -0.085 0.011
C 0.343453 -2.534789 -2.533816 -0.083 0.151 -0.087
C 1.138264 2.571829 -1.652809 -0.176 0.047 0.010
C 1.355386 3.248772 -0.298445 -0.007 -0.035 0.009
C 2.245108 2.978753 -2.628890 0.018 0.096 0.080
H -2.784379 4.184563 1.838258 -0.009 -0.019 -0.028
H -1.652990 3.333767 0.797174 0.057 -0.023 -0.083
H -1.148213 3.855322 2.401015 -0.024 0.013 -0.011
H -3.263908 1.705189 1.839639 -0.024 0.051 -0.043
H -2.469097 3.258689 4.325328 0.007 -0.016 0.011
H -3.167913 1.653948 4.521556 -0.018 -0.001 -0.017
H -4.059527 2.911319 3.688550 0.009 0.005 -0.010
H -2.689090 -0.053714 3.978604 -0.035 -0.016 -0.067
H -1.215295 -2.254541 2.472069 0.046 0.012 0.001
H -2.897714 -1.745808 2.342087 -0.033 -0.001 -0.019
H -2.316646 -2.518417 3.808441 0.001 0.023 0.007
H 0.199521 -0.780669 4.616408 0.018 -0.021 -0.035
H -1.214673 -1.303921 5.535266 0.008 -0.004 -0.017
H -0.810271 0.406194 5.409309 -0.014 -0.025 0.015
H -0.526299 2.611019 4.651558 -0.002 0.009 -0.007
H 1.544143 3.718141 5.365872 -0.005 0.000 -0.002
H 3.628939 3.332598 4.071344 -0.001 -0.005 -0.002
H 3.646874 1.850086 2.156362 0.006 0.010 -0.006
H 3.925906 -0.440174 2.179392 0.011 -0.014 -0.003
H 5.916896 -0.936190 0.815723 -0.005 -0.005 0.003
H 5.885077 -0.604917 -1.632219 0.002 0.010 0.003
H 3.813507 0.134809 -2.741260 0.000 0.052 0.004
H 2.109645 0.416164 -4.647182 -0.008 0.002 -0.027
H -1.226074 1.268517 -3.158442 0.001 -0.002 -0.009
H -0.752612 0.729792 -4.772270 -0.002 0.007 0.013
H 0.165431 1.979014 -3.968066 0.061 0.055 -0.013
H -0.382495 -0.790119 -1.781586 -0.731 -0.984 0.185
H -0.522063 -3.159788 -2.314217 0.046 -0.081 -0.030
H 0.795940 -2.891322 -3.456506 0.042 0.040 0.010
H 0.161874 2.893381 -2.022464 0.046 -0.027 -0.110
H 2.348734 3.035107 0.098337 -0.028 -0.017 0.017
H 0.616993 2.949620 0.446498 0.029 0.017 -0.009
H 1.275081 4.327462 -0.438724 0.036 0.008 0.002
H 3.212481 2.593696 -2.304610 -0.014 0.008 0.016
H 2.317581 4.067383 -2.629659 -0.009 -0.005 -0.038
H 2.073720 2.666164 -3.657031 -0.017 -0.075 -0.031
N -2.475375 -1.471138 -2.397440 -0.105 -0.003 0.091
P -2.402535 -0.610126 -0.887417 -0.318 -0.066 0.462
C -3.647614 -1.581743 -0.009606 -0.047 0.006 0.003
C -3.498017 -2.967327 0.047922 -0.005 -0.012 0.000
C -4.372008 -3.728864 0.806673 -0.005 0.005 0.001
C -5.392471 -3.112152 1.520207 0.003 0.015 -0.009
C -5.542061 -1.733296 1.469798 0.004 -0.014 -0.003
C -4.671705 -0.966214 0.707794 -0.023 -0.007 -0.015
C -3.238275 0.935684 -1.335153 -0.104 -0.008 -0.017
C -2.560680 2.143590 -1.276056 0.026 0.068 0.063
C -3.141304 3.313414 -1.750362 0.019 0.002 0.045
C -4.415468 3.274798 -2.291839 -0.025 -0.026 0.000
C -5.108009 2.068374 -2.358994 0.031 0.026 0.007
C -4.523046 0.906488 -1.889096 -0.002 -0.009 -0.018
C -1.524041 -1.384503 -3.392296 0.188 -0.010 0.000
C -1.558296 -1.617849 -4.701384 -0.088 0.038 -0.040
C -0.378348 -1.605940 -5.578648 -0.027 -0.059 -0.011
C 0.874998 -1.151166 -5.419926 0.026 0.038 -0.017
C 1.563079 -0.450148 -4.266401 -0.019 -0.121 0.092
N -0.242491 -1.185397 -2.767563 0.300 0.367 -0.090
H -3.406825 -1.727684 -2.698850 0.016 -0.004 -0.001
H -2.694175 -3.454646 -0.491983 0.008 0.015 0.000
H -4.256846 -4.803838 0.844138 0.001 0.003 0.000
H -6.074457 -3.708078 2.111798 0.002 0.000 -0.001
H -6.342373 -1.253257 2.017117 0.002 -0.002 0.001
H -4.803200 0.107953 0.666928 0.009 -0.003 0.016
H -1.561317 2.165822 -0.856195 0.008 -0.010 0.011
H -2.602858 4.251004 -1.691049 0.000 -0.003 -0.002
H -4.875407 4.181419 -2.661771 0.004 -0.002 0.000
H -6.104511 2.038236 -2.778646 0.002 0.002 -0.001
H -5.078092 -0.023390 -1.944402 0.012 0.002 0.004
H -2.511039 -1.855272 -5.158153 0.014 0.016 -0.025
H -0.577818 -2.048570 -6.547546 0.005 -0.012 0.004
H 1.530894 -1.303149 -6.270035 0.010 0.015 0.007
H 2.321311 -1.119250 -3.846922 -0.005 0.003 -0.004
C 2.125761 -4.180858 3.435063 0.007 -0.020 0.003
C 1.682550 -2.873735 3.561419 -0.006 0.016 -0.035
C 1.259940 -2.172578 2.446253 -0.073 -0.014 0.076
C 1.269735 -2.727067 1.154609 -0.062 0.115 -0.181
C 0.759498 -1.992908 -0.054489 0.290 -0.597 0.231
C 1.289120 -2.598516 -1.358056 0.055 0.181 0.052
C 1.786033 -4.012846 -1.360214 -0.024 -0.004 -0.004
C 1.963344 -4.692041 -0.242874 -0.007 0.004 0.068
C 1.768819 -4.048627 1.047813 0.005 -0.088 -0.006
C 2.164834 -4.755105 2.179907 0.015 0.015 0.020
H 2.449594 -4.739751 4.302725 0.002 0.004 0.000
H 1.669110 -2.400889 4.533752 -0.006 0.019 0.003
H 0.948018 -1.152061 2.595431 -0.058 -0.051 0.044
H 2.164282 -1.960250 -1.568231 0.022 -0.058 -0.016
H 2.007116 -4.455486 -2.325124 -0.025 0.011 -0.003
H 2.327919 -5.711215 -0.256733 -0.017 -0.002 0.005
H 2.535856 -5.764874 2.057956 -0.004 0.001 -0.007

***

(2)
119
Properties=species:S:1:pos:R:3:forces:R:3 method="wB97M-V/def2-TZVPD" total_charge=+3 fmax_ev_per_a=1.4 e_above_lowest_ev=1.229 molar_mass_g_mol=955.94
Y 0.103145 0.338383 -0.128384 -0.002 -1.401 0.347
C -1.427911 -0.615611 2.522302 0.024 -0.016 0.036
C -1.046839 0.716041 2.675585 0.144 0.111 -0.128
C -1.649352 1.711291 1.902337 0.086 0.075 -0.132
C -2.646717 1.368950 0.986616 0.141 0.024 -0.041
C -3.046334 0.039045 0.853280 -0.001 0.035 -0.001
C -2.432374 -0.946960 1.617269 -0.046 0.000 0.044
H -0.974737 -1.379141 3.143326 0.001 0.028 -0.043
H -0.318938 0.986382 3.428797 0.010 0.007 -0.028
H -1.397536 2.751979 2.070473 0.026 -0.016 -0.040
H -3.145047 2.143674 0.418779 -0.028 0.014 -0.037
H -3.853765 -0.217050 0.179601 0.041 0.002 -0.023
H -2.753171 -1.975325 1.521883 0.015 0.024 -0.002
C 1.211335 -2.596347 5.440395 -0.017 0.000 0.037
C 1.360868 -1.232145 5.642307 -0.018 0.048 -0.039
C 1.642980 -0.389247 4.571735 -0.007 -0.016 0.098
C 1.786042 -0.910838 3.288626 0.045 -0.099 -0.064
C 1.591742 -2.280550 3.086780 -0.008 -0.010 0.071
C 1.317516 -3.118502 4.157096 0.001 -0.006 -0.051
P 2.150371 0.123684 1.834681 0.605 0.106 0.158
C 3.784529 -0.399623 1.183155 0.043 0.031 0.016
C 3.948221 -1.693916 0.675008 0.114 0.086 -0.008
C 5.185170 -2.118367 0.210720 -0.048 0.019 0.002
C 6.271775 -1.250257 0.216733 0.021 -0.016 -0.021
C 6.110204 0.046664 0.675970 -0.039 0.062 0.003
C 4.874836 0.473173 1.157547 0.036 -0.002 -0.074
C 2.405544 1.822445 2.403974 -0.035 0.021 0.070
C 1.708060 2.854886 1.776878 0.126 0.001 0.074
C 1.855961 4.176089 2.172052 0.001 0.000 -0.021
C 2.720566 4.476289 3.214838 0.037 0.020 0.047
C 3.442926 3.463689 3.839339 -0.004 -0.017 -0.001
C 3.290616 2.144706 3.436759 -0.002 0.063 0.050
H 1.003975 -3.250672 6.279022 0.015 0.049 -0.058
H 1.264385 -0.815250 6.637043 -0.001 -0.020 -0.038
H 1.739915 0.673373 4.755258 0.055 -0.050 0.001
H 1.638180 -2.702539 2.090957 0.035 -0.024 -0.063
H 1.186243 -4.181434 3.992360 0.006 0.052 0.007
H 3.112976 -2.376994 0.650446 -0.040 -0.075 0.090
H 5.313481 -3.133772 -0.146611 -0.011 0.048 0.010
H 7.239345 -1.585614 -0.137260 -0.063 0.016 0.021
H 6.949071 0.733087 0.673563 -0.065 -0.044 0.008
H 4.775922 1.491747 1.508504 0.019 -0.041 0.033
H 1.045073 2.648737 0.939444 -0.135 0.001 -0.130
H 1.308937 4.966760 1.672362 0.028 -0.053 0.023
H 2.838280 5.503870 3.537767 0.009 -0.066 -0.017
H 4.128972 3.703836 4.643056 -0.047 -0.011 -0.054
H 3.867556 1.365657 3.922671 -0.028 0.032 -0.002
C -1.834379 5.802346 -3.505743 -0.061 0.002 -0.111
C -2.353667 4.808377 -4.332931 0.014 0.011 0.028
C -2.266294 3.476662 -3.958940 0.064 0.225 0.060
C -1.661346 3.147204 -2.748152 -0.007 -0.090 0.071
C -1.144801 4.135705 -1.922619 -0.052 0.043 -0.047
C -1.231282 5.468980 -2.304727 0.044 0.027 0.093
As -1.509257 1.285870 -2.286995 -0.199 0.369 -0.919
C -0.605935 0.638040 -3.888220 -0.040 0.029 -0.011
C 0.570084 1.313914 -4.225273 -0.059 -0.102 -0.105
C 1.277627 0.957992 -5.364361 0.039 -0.017 -0.021
C 0.807951 -0.068752 -6.177544 0.032 0.017 -0.017
C -0.369992 -0.724897 -5.854953 -0.031 -0.050 -0.005
C -1.079051 -0.378398 -4.708577 0.181 0.042 0.022
C -3.328962 0.643756 -2.335400 0.048 -0.109 -0.057
C -3.608871 -0.714761 -2.476412 -0.122 0.078 0.054
C -4.925649 -1.155385 -2.449730 0.019 -0.017 -0.008
C -5.959916 -0.246264 -2.262528 -0.009 0.057 0.007
C -5.677598 1.106412 -2.107214 -0.015 -0.047 0.003
C -4.362543 1.555367 -2.146075 -0.105 -0.068 0.011
H -1.902432 6.841696 -3.803257 -0.004 -0.060 0.006
H -2.825394 5.073424 -5.270656 0.020 0.001 0.031
H -2.663522 2.705896 -4.603418 -0.043 -0.076 -0.080
H -0.678281 3.879402 -0.979441 0.062 -0.033 0.125
H -0.830804 6.244717 -1.664159 -0.015 -0.022 -0.027
H 0.895690 2.160433 -3.633596 0.032 0.120 0.044
H 2.175761 1.499041 -5.639086 -0.047 -0.012 0.010
H 1.348948 -0.336256 -7.076146 -0.016 0.008 0.021
H -0.754679 -1.501060 -6.506351 0.035 0.040 0.047
H -1.999507 -0.889101 -4.481803 -0.133 -0.049 -0.013
H -2.813424 -1.434813 -2.592604 0.069 -0.089 -0.022
H -5.144275 -2.209529 -2.580671 0.023 0.073 0.018
H -6.987126 -0.590489 -2.243722 0.060 0.028 -0.001
H -6.483330 1.816827 -1.967270 0.041 -0.035 -0.006
H -4.154587 2.611364 -2.038563 -0.009 0.060 -0.021
C -3.349908 -4.922203 -2.478103 0.005 -0.011 -0.026
C -2.383967 -6.001166 -1.984708 -0.088 0.041 -0.002
C -2.375925 -6.148851 -0.463850 0.105 0.065 -0.083
C -1.878184 -4.903296 0.256851 0.142 -0.034 -0.033
N -0.441482 -4.690661 -0.024676 -0.330 0.096 -0.012
C 0.150098 -3.609204 -0.493668 -0.031 0.040 0.024
S -0.774314 -2.178095 -0.858796 -0.038 0.217 0.065
N 1.462427 -3.625902 -0.713343 0.138 -0.197 -0.058
C 2.320326 -4.819714 -0.603098 -0.096 0.068 -0.077
C 2.190422 -5.781094 -1.782755 -0.023 0.009 -0.005
C 3.236360 -6.893281 -1.731934 0.003 -0.059 0.115
C 3.117661 -7.785142 -0.495879 -0.005 0.042 -0.011
H -3.485998 -4.987719 -3.559438 0.027 0.020 0.076
H -2.982501 -3.913970 -2.253451 -0.050 -0.067 0.007
H -4.335137 -5.039719 -2.014287 0.090 0.008 -0.051
H -1.371815 -5.782249 -2.345556 -0.036 -0.048 -0.017
H -2.661180 -6.962830 -2.418285 0.012 0.019 -0.004
H -1.763153 -7.007233 -0.168816 -0.040 0.002 0.024
H -3.386589 -6.354233 -0.105311 0.005 -0.020 0.007
H -2.010065 -4.999376 1.333870 0.071 -0.010 0.063
H -2.419310 -4.023738 -0.076811 0.010 0.070 -0.003
H 0.124005 -5.526523 0.028552 0.017 -0.047 0.038
H 1.811148 -2.834709 -1.228156 0.026 0.075 0.037
H 2.103335 -5.314289 0.345817 0.054 0.038 0.038
H 3.348061 -4.462516 -0.536453 0.005 0.032 0.027
H 2.300654 -5.208679 -2.707541 -0.025 -0.008 -0.011
H 1.189812 -6.229721 -1.803754 0.022 0.058 -0.021
H 4.237062 -6.450499 -1.781426 -0.040 -0.036 -0.001
H 3.126069 -7.503059 -2.629050 0.016 0.015 -0.007
H 3.363190 -7.253453 0.428546 -0.026 -0.033 -0.061
H 3.803761 -8.628235 -0.564632 -0.029 0.012 0.009
H 2.105743 -8.194027 -0.399347 0.081 0.028 -0.015
N 2.078102 -0.501569 -1.924032 -0.464 0.000 0.162
N 2.351194 0.846225 -1.505704 -0.471 0.073 0.514
H 2.928982 -0.992998 -2.180136 0.193 0.009 0.088
H 1.517863 -0.433722 -2.772450 -0.094 -0.041 -0.104
H 2.677131 1.414062 -2.280171 -0.078 0.207 -0.109
H 3.111663 0.799484 -0.831318 0.087 0.022 0.106